A structure of composition C43H62GeILaN5OP3S5, computed with ωB97M-V/def2-TZVPD.

Structure (XYZ):
```
122
Properties=species:S:1:pos:R:3:lowdin_charge:R:1
La -10.921 -17.629 14.038 1.049
C -10.714 -20.515 8.968 -0.145
C -9.446 -20.473 9.906 -0.592
C -8.204 -20.970 9.135 -0.134
P -9.328 -18.834 10.832 0.945
C -8.788 -17.750 9.254 -0.332
N -9.212 -16.360 9.291 -0.250
Ge -11.069 -15.900 9.747 1.081
N -12.416 -16.206 8.090 -0.171
C -13.614 -17.023 8.252 -0.354
P -14.870 -16.660 9.571 1.162
C -15.740 -15.158 8.995 -0.473
C -16.660 -15.462 7.802 -0.100
C -16.486 -14.667 10.313 -0.089
C -16.081 -18.013 9.723 -0.539
C -16.811 -17.931 11.010 -0.153
C -15.487 -19.419 9.696 -0.120
C -11.709 -16.300 6.900 -0.244
C -11.981 -17.188 5.843 -0.052
C -11.121 -17.230 4.749 -0.128
C -9.942 -16.514 4.721 -0.121
C -9.737 -15.563 5.698 -0.038
C -10.575 -15.403 6.751 -0.201
N -10.398 -14.429 7.758 -0.042
C -9.040 -14.225 8.266 -0.178
C -8.327 -13.046 8.178 -0.030
C -6.919 -13.055 8.087 -0.108
C -6.237 -14.234 8.484 -0.103
C -6.970 -15.404 8.783 -0.035
C -8.380 -15.351 8.816 -0.266
C -11.338 -13.362 7.840 -0.200
C -11.900 -12.737 6.747 -0.021
C -12.996 -11.833 6.893 -0.105
C -13.399 -11.499 8.216 -0.138
C -12.812 -12.071 9.312 -0.054
C -11.843 -13.114 9.143 -0.226
N -11.273 -13.914 10.140 -0.179
C -11.716 -13.581 11.471 -0.448
P -11.162 -14.392 13.006 0.970
C -9.477 -13.654 13.299 -0.571
C -9.262 -12.189 12.973 -0.126
C -8.469 -14.613 12.607 -0.125
C -12.529 -13.640 14.133 -0.508
C -12.035 -13.645 15.533 -0.183
C -13.171 -12.224 13.963 -0.107
C -7.590 -19.146 11.550 -0.565
C -7.138 -17.925 12.439 -0.105
C -7.472 -20.437 12.383 -0.125
H -11.214 -21.487 8.991 0.068
H -10.521 -20.224 7.959 0.046
H -11.482 -19.777 9.319 0.036
H -9.674 -21.184 10.778 0.071
H -8.183 -20.582 8.084 0.081
H -8.330 -22.081 9.038 0.085
H -7.213 -20.823 9.586 0.051
H -9.099 -18.193 8.285 0.084
H -7.685 -17.773 9.243 0.059
H -13.334 -18.028 8.580 0.066
H -14.138 -16.968 7.290 0.082
H -14.953 -14.456 8.768 0.094
H -17.603 -15.943 8.136 0.083
H -16.210 -16.116 7.080 0.055
H -16.930 -14.538 7.317 0.074
H -17.054 -15.452 10.714 0.019
H -17.109 -13.820 10.104 0.071
H -15.706 -14.480 11.054 0.067
H -16.921 -17.939 8.996 0.118
H -16.381 -17.200 11.667 0.056
H -16.750 -18.908 11.458 0.065
H -17.916 -17.841 11.037 0.099
H -14.584 -19.554 10.373 0.070
H -15.226 -19.752 8.671 0.079
H -16.313 -20.085 10.010 0.082
H -12.823 -17.905 5.814 0.099
H -11.317 -17.943 3.932 0.099
H -9.277 -16.587 3.872 0.090
H -8.867 -14.925 5.616 0.123
H -8.869 -12.140 7.925 0.109
H -6.390 -12.160 7.749 0.087
H -5.138 -14.160 8.464 0.093
H -6.390 -16.195 9.168 0.072
H -11.623 -12.911 5.725 0.103
H -13.428 -11.182 6.064 0.103
H -14.240 -10.780 8.352 0.101
H -12.999 -11.771 10.326 0.077
H -12.819 -13.419 11.560 0.071
H -11.329 -12.522 11.708 0.093
H -9.334 -13.765 14.380 0.054
H -9.275 -12.085 11.873 0.077
H -8.261 -11.823 13.307 0.087
H -9.962 -11.478 13.375 0.054
H -8.822 -14.751 11.584 0.045
H -8.432 -15.562 13.172 -0.008
H -7.430 -14.173 12.644 0.105
H -13.309 -14.467 14.003 0.112
H -11.333 -12.893 15.902 0.087
H -11.558 -14.601 15.813 0.034
H -12.883 -13.569 16.239 0.086
H -13.833 -12.000 14.839 0.086
H -13.832 -12.112 13.107 0.054
H -12.441 -11.458 13.951 0.048
H -6.942 -19.204 10.706 0.056
H -7.854 -17.518 13.108 -0.006
H -6.704 -17.179 11.785 0.068
H -6.306 -18.266 13.038 0.064
H -7.382 -21.352 11.782 0.058
H -6.461 -20.376 12.931 0.096
H -8.329 -20.538 13.084 0.057
S -9.386 -16.541 21.449 0.466
C -9.882 -16.842 19.913 -1.470
S -8.928 -16.162 18.673 0.846
C -9.842 -16.769 17.352 -1.139
C -11.018 -17.479 17.650 -1.179
S -12.339 -17.969 16.524 0.305
S -11.305 -17.781 19.311 0.866
S -9.056 -16.233 15.796 0.343
O -9.642 -19.627 15.063 -0.271
H -9.242 -19.170 15.856 0.055
H -10.088 -20.419 15.391 0.058
I -12.065 -20.076 12.583 0.007
N -13.478 -16.559 11.616 -0.092
C -12.486 -16.644 12.235 -0.614
```

As for the total charge: -1. As for the multiplicity: 2. The LUMO energy (spin up / spin down) is 0.074 / 0.024 Ha. For the total energy, the calculation gives -202614.7440 eV. The energy relative to the best compared isomer or geometry (same formula, charge and spin) comes out at 33.1 kcal/mol. The orbital gap (spin up / spin down) comes out at 5.839 / 4.429 eV.